Record 1
{
  "formula": "C4H10S",
  "method": "ωB97M-V with the def2-TZVPD basis set",
  "symbols": ["C", "C", "C", "C", "H", "H", "H", "H", "H", "H", "H", "H", "H", "H", "S"],
  "coordinates": [[2.4477, -0.1486, -0.0817], [1.0054, 0.4151, 0.0325], [-1.5736, -0.5239, 0.4939], [-1.9720, 0.4119, -0.3869], [2.3212, -1.1395, 0.6219], [2.9732, -0.5149, -1.0156], [3.1925, 0.6660, 0.3660], [0.8470, 1.0962, -0.7397], [0.8146, 0.5161, 1.0901], [-1.2814, -0.0980, 1.5611], [-2.1676, -1.4079, 0.7406], [-1.8287, 1.5733, 0.2495], [-1.1597, 0.4488, -1.7721], [-3.5851, -0.0572, -0.8838], [-0.0336, -1.2374, -0.2759]],
  "forces_ev_per_angstrom": [[1.6, -0.9, 2.7], [1.3, -4.9, -0.7], [3.7, -4.9, 5.2], [-3.7, 7.1, -6.0], [1.3, 2.5, -1.4], [-1.5, 0.7, 0.6], [-1.4, -1.9, -0.6], [-1.0, 1.6, -0.5], [-0.2, 1.1, -0.1], [-0.4, -0.8, -2.1], [-0.3, 0.3, -0.4], [-1.1, -3.1, -2.8], [-2.7, 0.0, 4.1], [3.7, 1.7, 1.1], [0.6, 1.6, 1.1]],
  "mulliken_charge": [-1.07, -0.47, -0.29, -0.75, 0.28, 0.30, 0.26, 0.47, 0.29, 0.20, 0.34, 0.17, 0.22, 0.22, -0.16],
  "spin_multiplicity": 1,
  "homo_lumo_gap_ev": 8.836,
  "total_charge": 0,
  "largest_force_ha_per_bohr": 0.1951,
  "de_lowest_kcal_mol": 174.7,
  "homo_ev": -8.3742
}

***

Record 2
{
  "formula": "C5H8O2",
  "method": "ωB97M-V with the def2-TZVPD basis set",
  "symbols": ["C", "C", "O", "H", "H", "H", "H", "H", "H", "C", "C", "C", "O", "H", "H"],
  "coordinates": [[0.1396, 1.6313, -0.0858], [1.8969, -1.0919, -0.1341], [-0.4572, 0.4265, 0.4308], [0.6126, 1.4698, -1.0567], [0.9055, 1.9240, 0.6342], [-0.4973, 2.5073, -0.2122], [2.4563, -2.0131, 0.0188], [2.1575, -0.3621, 0.6300], [1.9928, -0.7119, -1.1506], [0.2703, -1.5634, -0.0274], [-1.9428, 0.6423, 0.4486], [-3.1400, 0.5226, 0.3501], [-0.2933, -2.0217, -1.0041], [0.0872, -1.9579, 0.9826], [-4.1880, 0.5983, 0.1759]],
  "forces_ev_per_angstrom": [[1.2, 0.7, 0.0], [-3.2, -0.2, -0.1], [-5.9, 2.3, 0.2], [-0.1, -0.4, 0.1], [0.1, -0.1, -0.1], [-0.5, -0.5, 0.2], [0.0, 0.0, -0.1], [0.0, 0.0, -0.1], [0.4, 0.0, 0.1], [3.7, -2.5, -1.5], [3.7, -1.8, -0.3], [1.1, 0.6, 0.0], [0.2, 1.3, 1.2], [-0.8, 0.7, 0.3], [0.0, -0.1, 0.2]],
  "mulliken_charge": [-0.79, -1.00, -0.22, 0.27, 0.30, 0.39, 0.37, 0.28, 0.26, 0.32, -0.35, -0.01, -0.52, 0.29, 0.41],
  "spin_multiplicity": 1,
  "homo_lumo_gap_ev": 9.927,
  "total_charge": 0,
  "largest_force_ha_per_bohr": 0.1227,
  "smiles": "C#COC.CC=O",
  "de_lowest_kcal_mol": 123.3,
  "homo_ev": -9.1157
}

***

Record 3
{
  "formula": "C8H24N6O10Zn",
  "method": "ωB97M-V with the def2-TZVPD basis set",
  "symbols": ["Zn", "C", "O", "O", "O", "C", "O", "N", "N", "H", "H", "H", "H", "C", "O", "N", "N", "H", "H", "H", "H", "C", "O", "N", "N", "H", "H", "H", "H", "C", "C", "O", "O", "H", "H", "H", "H", "H", "H", "C", "C", "O", "O", "H", "H", "H", "H", "H", "H"],
  "coordinates": [[1.1739, -2.4517, -2.3696], [0.0604, -1.3454, -0.5727], [1.3392, -1.6606, -0.6162], [-0.3605, -0.3518, 0.0335], [-0.6234, -1.9725, -1.5100], [-4.2309, -1.1700, -0.5151], [-5.4188, -1.1826, -0.2429], [-3.7161, -1.6709, -1.6809], [-3.2854, -0.6203, 0.3185], [-2.7125, -1.7476, -1.7698], [-4.3018, -2.1791, -2.3129], [-2.2907, -0.7412, 0.1545], [-3.5733, -0.2160, 1.1891], [-1.2965, -3.9355, 2.3623], [-1.0442, -4.5273, 3.3982], [-0.5403, -4.0833, 1.2114], [-2.2735, -2.9846, 2.2426], [-0.5666, -3.4193, 0.4604], [0.3033, -4.6210, 1.2887], [-2.3704, -2.3815, 1.4448], [-2.7933, -2.7574, 3.0700], [1.3423, 0.3784, -3.4216], [1.4025, -0.8831, -3.4894], [1.7567, 1.1104, -4.4819], [0.8406, 1.0324, -2.3651], [2.2881, 0.6674, -5.2066], [1.4992, 2.0786, -4.5293], [0.4092, 0.5111, -1.6127], [0.6382, 2.0176, -2.4027], [0.0539, 4.1708, 1.5853], [-0.9921, 3.1703, 1.1707], [-0.4779, 2.3846, 0.0871], [1.0841, 3.5914, 2.3637], [-0.4139, 4.9264, 2.2320], [0.4424, 4.7505, 0.7390], [-1.8937, 3.6930, 0.8435], [-1.1947, 2.5164, 2.0195], [-0.4288, 1.4655, 0.3691], [1.3635, 2.7529, 1.9640], [3.8886, 0.2922, 1.1713], [2.8742, 1.3346, 0.7306], [1.6010, 1.1356, 1.2982], [3.7769, -0.9227, 0.4444], [3.7403, 0.1141, 2.2457], [4.9218, 0.6330, 1.0662], [2.7977, 1.2925, -0.3662], [3.2713, 2.3221, 0.9694], [1.0784, 0.4940, 0.8017], [2.8517, -1.0105, 0.1904]],
  "forces_ev_per_angstrom": [[-0.9, 1.5, 0.6], [0.7, 0.4, -2.2], [0.4, -0.4, 0.9], [-0.2, -0.7, 0.6], [-0.1, -0.6, 0.4], [-0.4, 0.0, 0.2], [0.1, 0.1, -0.1], [0.6, 0.2, 0.1], [0.5, -0.4, -0.2], [-0.1, -0.1, -0.1], [-0.2, 0.0, 0.2], [-0.3, 0.5, -0.1], [-0.2, 0.0, 0.0], [0.7, 0.9, 0.1], [-0.4, -0.1, -0.5], [0.0, -0.5, -0.1], [-0.1, -0.3, 0.2], [-0.3, 0.0, 0.0], [0.0, 0.0, 0.2], [-0.1, -0.1, 0.0], [0.0, 0.0, 0.0], [-0.5, 0.3, 0.1], [0.7, -0.3, -0.4], [-0.2, -0.3, 0.7], [0.1, -0.5, -0.6], [-0.1, 0.0, -0.1], [0.3, 0.1, -0.2], [-0.1, 0.3, 0.0], [0.1, 0.1, 0.2], [0.0, 0.5, 0.9], [0.6, 0.0, -0.5], [-0.5, 0.2, -0.3], [0.1, 0.3, -0.1], [0.0, -0.2, 0.0], [0.0, -0.3, -0.3], [-0.1, -0.1, 0.0], [-0.2, 0.1, 0.1], [-0.2, 0.3, -0.1], [-0.4, 0.0, 0.0], [0.1, -0.2, 0.4], [0.8, -0.4, -0.8], [0.6, 0.1, 0.7], [0.2, 0.3, 0.0], [-0.1, 0.0, -0.1], [-0.1, 0.2, -0.2], [0.1, 0.1, 0.0], [-0.4, 0.1, 0.3], [0.0, -0.2, 0.0], [-0.2, -0.4, 0.0]],
  "mulliken_charge": [0.66, 1.73, -1.34, -0.81, -0.91, 0.46, -0.68, -0.28, -0.19, 0.22, 0.20, -0.10, 0.18, 0.47, -0.64, -0.40, -0.32, 0.34, 0.22, 0.35, 0.19, 0.82, -0.55, -0.40, 0.08, 0.25, 0.18, -0.23, 0.23, -0.44, -0.39, -0.38, -0.57, 0.36, 0.24, 0.32, 0.28, 0.33, 0.50, -0.51, -0.24, -0.65, -0.54, 0.24, 0.39, 0.11, 0.51, 0.29, 0.42],
  "spin_multiplicity": 1,
  "homo_lumo_gap_ev": 6.253,
  "total_charge": 0,
  "largest_force_ha_per_bohr": 0.0456,
  "homo_ev": -9.4363
}

***

Record 4
{
  "formula": "C5H11O3",
  "method": "ωB97M-V with the def2-TZVPD basis set",
  "symbols": ["C", "C", "O", "H", "H", "H", "H", "H", "H", "C", "C", "C", "O", "O", "H", "H", "H", "H", "H"],
  "coordinates": [[-2.4498, -1.6690, -0.2509], [-2.4756, -1.6341, 1.3074], [-1.1801, -1.7472, -0.6832], [-3.0041, -2.3931, -0.7787], [-2.7888, -0.5823, -0.5245], [-2.7327, -0.5543, 1.6828], [-0.7810, -0.8446, -0.7025], [-1.4944, -1.6579, 1.7734], [-2.8883, -2.3622, 2.0687], [1.8514, 0.1671, 0.0903], [2.9685, 1.0025, 0.6586], [0.7804, 1.2082, -0.4141], [0.9967, 2.4209, -0.4564], [-0.2662, 0.7030, -0.6414], [2.2768, -0.2459, -0.7935], [1.3852, -0.5206, 0.8106], [3.3459, 1.6109, -0.3105], [3.6788, 0.4302, 1.2350], [2.5503, 1.6573, 1.4394]],
  "forces_ev_per_angstrom": [[-0.6, 3.7, 1.5], [-0.4, 1.6, 2.7], [2.3, -1.0, -1.2], [-1.2, -1.0, -0.1], [-0.3, -1.9, 0.2], [-0.3, -1.9, -0.7], [0.4, 0.3, 0.1], [1.0, -0.1, -1.0], [-0.8, 0.3, -1.5], [0.1, 2.1, 0.4], [0.3, 1.4, -0.8], [3.4, 0.9, 1.7], [1.2, 1.0, -0.1], [-6.0, -3.0, -1.7], [-0.2, -1.3, -0.7], [0.2, 0.0, -0.6], [-0.3, -1.1, 2.9], [1.0, -0.4, -0.5], [0.2, 0.4, -0.7]],
  "mulliken_charge": [-0.21, -0.95, -0.62, 0.37, 0.14, 0.21, 0.49, 0.29, 0.33, -0.34, -1.03, 0.48, -0.77, -0.70, 0.24, 0.24, 0.21, 0.39, 0.24],
  "spin_multiplicity": 1,
  "homo_lumo_gap_ev": 8.318,
  "total_charge": -1,
  "largest_force_ha_per_bohr": 0.1343,
  "de_lowest_kcal_mol": 50.4,
  "homo_ev": -4.4422
}

***

Record 5
{
  "formula": "C4H4N2S",
  "method": "ωB97M-V with the def2-TZVPD basis set",
  "symbols": ["C", "C", "C", "C", "N", "N", "S", "H", "H", "H", "H"],
  "coordinates": [[-1.3642, -1.0605, 0.1162], [-0.0250, -1.0263, -0.1313], [-0.8755, 1.0414, -0.0232], [1.6545, 0.7504, -0.0139], [-1.8655, 0.2082, 0.1126], [0.3692, 0.2984, -0.0939], [2.9695, -0.2204, -0.1026], [-2.0023, -1.9673, 0.2586], [0.5382, -1.9131, -0.2764], [-1.0481, 2.1238, -0.0135], [1.6493, 1.7655, 0.1674]],
  "forces_ev_per_angstrom": [[0.3, -1.0, -0.6], [-1.5, -0.6, 0.9], [0.2, -1.3, 0.6], [0.5, -2.5, -0.4], [-0.3, 1.4, 0.2], [-1.7, 0.2, -0.7], [-0.6, 0.9, 0.1], [0.7, 1.1, -0.3], [1.1, 0.1, 0.0], [0.8, -0.5, -0.1], [0.5, 2.3, 0.2]],
  "mulliken_charge": [-0.38, -0.18, -0.06, -0.01, -0.51, 0.06, -0.27, 0.33, 0.36, 0.33, 0.33],
  "spin_multiplicity": 1,
  "homo_lumo_gap_ev": 8.542,
  "total_charge": 0,
  "largest_force_ha_per_bohr": 0.0504,
  "smiles": "S=Cn1ccnc1",
  "de_lowest_kcal_mol": 26.5,
  "homo_ev": -9.2430
}